Record 1
Below is a molecular structure, C40H50N5O3RhS, with properties calculated with ωB97M-V with the def2-TZVPD basis set.

Its multiplicity is 5. The value obtained for the HOMO-LUMO gap (alpha / beta) is 0.1937 / 0.2112 Eh. As for the charge: -2.

```
100
Properties=species:S:1:pos:R:3:forces:R:3
Rh 0.3624 -0.1884 -0.4065 0.798 -0.173 0.210
C -1.1162 0.9585 5.2452 0.047 0.003 -0.039
C 0.2638 0.3107 5.0167 0.065 -0.009 0.067
C 1.4221 1.2375 4.6007 -0.129 -0.002 -0.086
C 0.2270 -1.0341 4.2795 0.008 0.030 -0.038
C 0.6065 -2.0856 5.1167 -0.016 -0.056 -0.016
C 0.6566 -3.4082 4.7229 -0.013 0.040 0.028
C 0.2776 -3.6976 3.4270 0.020 -0.052 -0.051
C -0.1101 -2.7102 2.5383 -0.009 -0.126 -0.002
C -0.5824 -3.1828 1.1768 -0.048 0.004 -0.030
C 0.4994 -3.9300 0.4024 0.023 -0.033 0.017
C -1.8289 -4.0656 1.3098 0.095 -0.090 0.133
C -0.1163 -1.3298 2.9077 0.053 0.127 -0.036
N -0.4262 -0.4586 1.8669 0.028 0.220 0.015
C -0.6214 0.8541 2.0251 -0.084 0.036 0.104
C -0.9780 1.7535 1.0121 -0.029 0.090 0.056
N -1.1222 1.4494 -0.2683 -0.103 -0.127 -0.086
C -1.6789 2.3790 -1.1515 0.128 0.024 0.043
C -2.8104 3.1649 -0.8093 -0.001 0.011 -0.036
C -3.2493 4.1449 -1.6952 -0.004 -0.027 0.008
C -2.6604 4.3334 -2.9300 0.008 0.015 -0.030
C -1.6209 3.4972 -3.3010 0.007 0.016 0.010
C -1.1213 2.5236 -2.4486 -0.030 0.008 0.008
C 0.0333 1.6819 -2.9571 0.019 0.062 0.077
C -0.2920 0.9807 -4.2751 -0.003 0.009 -0.007
C 1.3184 2.5048 -3.0530 -0.016 -0.016 -0.024
C -3.6372 2.9565 0.4518 0.048 -0.008 0.020
C -3.4636 4.1064 1.4483 -0.011 0.027 -0.019
C -5.1213 2.7768 0.1240 -0.005 -0.002 0.067
H -1.0001 1.9467 5.6993 0.011 0.010 0.005
H -1.6824 0.3348 5.9410 -0.010 -0.004 -0.008
H -1.7258 1.0675 4.3531 -0.003 0.002 -0.038
H 0.5519 0.0246 6.0333 -0.002 0.030 -0.050
H 1.4498 1.5195 3.5512 -0.112 0.002 -0.108
H 2.3655 0.7302 4.8145 -0.001 -0.002 -0.008
H 1.3968 2.1570 5.1924 -0.005 0.009 0.000
H 0.8804 -1.8402 6.1379 0.005 -0.022 0.000
H 0.9661 -4.1852 5.4111 0.004 -0.003 0.010
H 0.2745 -4.7272 3.0868 -0.007 -0.012 0.000
H -0.8492 -2.3091 0.5899 0.099 -0.118 0.116
H 0.9151 -4.7576 0.9859 -0.008 -0.016 -0.006
H 1.3093 -3.2649 0.1079 0.038 0.043 0.032
H 0.0790 -4.3410 -0.5166 -0.010 0.002 -0.048
H -1.5814 -5.0355 1.7525 0.039 -0.039 0.001
H -2.2648 -4.2474 0.3242 -0.002 -0.039 -0.006
H -2.5857 -3.5942 1.9380 0.039 -0.044 -0.007
H -0.5065 1.3305 2.9761 0.049 0.098 0.276
H -1.0714 2.7874 1.3424 -0.088 -0.020 -0.089
H -4.0967 4.7606 -1.4146 0.010 0.013 -0.002
H -3.0218 5.1019 -3.6038 0.002 0.006 -0.003
H -1.1673 3.6114 -4.2790 0.006 0.000 -0.012
H 0.2081 0.8899 -2.2285 -0.010 0.023 -0.092
H -0.3426 1.6889 -5.1080 -0.016 0.010 -0.018
H -1.2410 0.4448 -4.2194 -0.006 -0.013 0.020
H 0.4883 0.2499 -4.5009 0.009 -0.002 -0.006
H 1.1648 3.3909 -3.6769 0.012 0.007 -0.030
H 2.1137 1.9061 -3.5061 0.023 -0.014 0.012
H 1.6499 2.8135 -2.0614 -0.012 0.015 0.021
H -3.3132 2.0304 0.9223 0.010 -0.018 0.031
H -3.8712 5.0356 1.0382 -0.002 0.002 -0.014
H -2.4141 4.2856 1.6818 -0.023 0.011 0.015
H -3.9917 3.8901 2.3805 -0.012 0.000 0.014
H -5.5312 3.6439 -0.4006 -0.013 -0.027 0.030
H -5.6907 2.6454 1.0478 -0.004 -0.034 0.006
H -5.2701 1.8907 -0.4884 -0.005 -0.058 -0.063
N 2.5163 -0.7960 0.8171 -0.139 -0.122 -0.044
C 3.6059 0.1622 0.6416 0.053 -0.017 0.023
C 3.1090 1.6121 0.4430 -0.046 -0.090 -0.012
O 3.9541 2.4999 0.6456 0.094 0.060 -0.015
O 1.9136 1.7479 0.0759 -0.152 0.013 0.083
H 2.0224 -0.6139 1.6854 0.032 -0.018 -0.037
H 2.8659 -1.7458 0.8701 0.014 0.001 -0.050
H 4.1603 -0.1129 -0.2598 0.009 0.009 0.008
H 4.3197 0.1704 1.4739 -0.021 -0.006 -0.031
C -3.2866 -3.1323 -4.0884 0.024 -0.012 -0.013
C -2.0333 -3.2481 -4.6699 -0.031 0.008 0.031
C -0.9084 -2.7925 -4.0035 0.057 -0.026 -0.036
C -0.9428 -2.2316 -2.7066 0.082 0.062 -0.099
C -2.2541 -2.0640 -2.1656 0.021 0.029 0.088
C -3.3747 -2.5115 -2.8492 -0.121 0.023 -0.054
N 0.1696 -1.7756 -2.0481 -0.275 -0.123 0.016
C 1.4158 -2.2301 -2.4442 0.090 0.085 0.039
C 2.5094 -1.3443 -2.4129 0.045 0.032 -0.023
C 3.7983 -1.7603 -2.6999 0.028 0.014 0.002
C 4.0676 -3.0810 -3.0396 -0.037 0.000 -0.001
C 3.0024 -3.9743 -3.0811 0.047 -0.001 -0.014
C 1.7120 -3.5638 -2.7968 -0.091 -0.018 0.052
H -4.1803 -3.4744 -4.5948 -0.007 0.000 -0.011
H -1.9245 -3.6773 -5.6602 0.007 -0.003 -0.007
H 0.0497 -2.8593 -4.5000 0.008 -0.018 -0.006
H -1.5537 -0.8900 -0.5954 -0.375 0.062 -0.141
H -4.3464 -2.3387 -2.4009 0.014 0.005 -0.001
H 2.3305 -0.3093 -2.1367 -0.005 -0.015 -0.018
H 4.6037 -1.0351 -2.6566 0.008 0.004 -0.002
H 5.0770 -3.4053 -3.2618 0.003 -0.004 0.001
H 3.1797 -5.0162 -3.3282 0.001 -0.004 0.001
H 0.9101 -4.2907 -2.8164 -0.013 0.006 -0.006
O -4.2610 -0.5080 0.5947 -0.058 0.144 -0.034
S -3.5741 -1.7474 0.1384 -0.269 0.098 0.012
N -2.4111 -1.3832 -0.9443 0.154 0.022 -0.043
```
Forces are in eV/Å.

---

Record 2
Below is 2 unconnected molecules or ions with the total composition C34H40N3O in a non-equilibrium geometry, with properties calculated with ωB97M-V with the def2-TZVPD basis set.

The value obtained for the HOMO-LUMO gap is 0.1921 Eh. As for the charge: +1. Its energy above the lowest of the compared OMol25 structures with the same formula, charge and spin is 0.000 eV.

```
78
Properties=species:S:1:pos:R:3:forces:R:3
C -5.6784 -4.2482 -2.2427 0.111 0.183 -0.031
N -4.9628 -4.3297 -0.9776 -0.074 -0.018 0.001
C -5.5661 -5.1975 0.0218 0.191 -0.158 0.223
C -3.7429 -3.7444 -0.7716 0.110 -0.122 0.140
C -3.2750 -2.6663 -1.5751 -0.372 -0.400 -0.090
C -2.1171 -1.9888 -1.2578 0.429 -0.049 0.428
C -1.2902 -2.3997 -0.1769 -1.592 -0.598 -0.255
C -0.0324 -1.7258 0.0747 1.456 -1.472 -0.659
C 1.1655 -2.3460 -0.3122 -0.731 0.488 0.186
C 2.4272 -1.7819 0.0551 0.809 -0.224 0.130
C 3.6039 -2.4492 -0.2034 -0.541 0.498 0.626
C 3.6153 -3.6443 -0.9739 0.619 -0.398 0.202
N 4.7973 -4.3332 -1.1290 -0.623 0.470 -0.245
C 5.5296 -4.7534 0.0487 0.396 0.218 0.624
C 5.1640 -4.9946 -2.3741 -0.434 -0.124 -0.413
C 2.3894 -4.0954 -1.5300 -0.696 0.232 -0.296
C 1.1955 -3.5172 -1.1525 0.507 -0.275 -0.350
C -1.7088 -3.5553 0.5473 0.719 0.466 -0.310
C -2.8923 -4.2066 0.2735 -0.441 0.238 -0.318
H -5.6901 -3.2158 -2.6159 -0.164 -0.355 -0.014
H -5.2378 -4.9165 -3.0009 -0.072 0.264 0.115
H -6.7041 -4.5832 -2.0529 0.252 0.311 -0.281
H -5.7523 -4.6634 0.9667 0.169 -0.108 -0.232
H -6.5285 -5.5382 -0.3664 0.235 0.000 0.197
H -4.9507 -6.0824 0.2320 -0.184 0.077 -0.024
H -3.8520 -2.3778 -2.4571 0.313 0.043 0.391
H -1.8002 -1.1485 -1.8845 -0.144 -0.381 0.177
H 0.0177 -0.7620 0.5667 -0.031 0.260 -0.153
H 2.4343 -0.8141 0.5623 0.052 -0.338 -0.111
H 4.5525 -2.0479 0.1464 -0.213 -0.030 -0.123
H 5.6139 -3.9350 0.7759 0.047 -0.285 -0.167
H 5.0463 -5.6111 0.5457 0.012 0.242 -0.164
H 6.5282 -5.0753 -0.2571 -0.126 0.241 0.185
H 5.2233 -4.2542 -3.1892 -0.118 -0.310 0.291
H 6.1588 -5.4380 -2.2518 -0.375 0.101 -0.049
H 4.4525 -5.7851 -2.6524 0.254 0.062 -0.026
H 2.3907 -4.9410 -2.2140 -0.047 0.139 0.215
H 0.2632 -3.9336 -1.5387 0.247 0.163 0.233
H -1.0841 -3.9563 1.3467 -0.043 0.218 -0.181
H -3.1639 -5.1023 0.8379 0.120 0.492 -0.117
O 1.3018 3.6816 -0.7502 0.390 -0.807 -0.141
C 0.3608 3.9634 0.2698 -0.065 0.479 -0.469
C 0.3036 5.4881 0.3212 -0.105 -0.104 0.439
C 0.3499 6.1550 -0.8975 -0.066 0.657 -0.188
C 0.2599 7.5506 -0.9360 -0.033 -0.185 0.279
C 0.1437 8.2768 0.2567 -0.001 -0.091 -0.016
C 0.1056 7.6104 1.4847 -0.040 -0.305 -0.058
C 0.1783 6.2099 1.5173 -0.095 0.167 -0.308
C -1.0099 3.3333 -0.0211 0.227 0.422 -0.513
C -1.0764 2.0225 -0.5138 -0.625 -0.070 0.516
C -2.2508 1.2920 -0.2908 0.287 0.181 -0.211
C -3.3872 1.9132 0.2255 -0.127 0.120 -0.029
C -3.3718 3.2876 0.4649 0.242 0.114 -0.133
C -2.1777 4.0093 0.3379 -0.238 -0.705 0.194
C 0.8176 3.3269 1.5847 -0.446 0.059 1.004
C 2.1272 3.8638 2.2033 -0.269 -0.059 -0.430
C 2.8626 2.6156 2.7223 0.121 -0.098 -0.149
C 1.9564 1.4103 2.3882 -0.293 -0.032 0.769
N 1.0329 1.8954 1.3730 0.482 -0.308 -0.421
H 1.6121 2.7631 -0.6295 -0.250 0.420 0.160
H 0.4617 5.5845 -1.8230 -0.080 0.225 0.370
H 0.2672 8.0613 -1.9011 0.052 -0.095 0.344
H 0.0780 9.3665 0.2333 0.019 -0.341 -0.028
H 0.0020 8.1667 2.4246 0.073 -0.204 -0.477
H 0.1222 5.6807 2.4744 -0.017 0.311 -0.391
H -0.2102 1.5534 -0.9894 -0.255 0.170 0.342
H -2.2562 0.2229 -0.4920 -0.220 0.400 -0.061
H -4.2963 1.3318 0.3956 0.289 0.200 -0.038
H -4.2714 3.8128 0.7766 0.094 -0.179 -0.055
H -2.1442 5.0787 0.5465 -0.015 -0.347 0.113
H 0.0080 3.4541 2.3346 0.201 0.135 -0.309
H 2.7193 4.3797 1.4364 -0.162 -0.078 0.221
H 1.8888 4.5854 2.9927 0.224 -0.235 -0.193
H 3.8047 2.5225 2.1739 -0.014 -0.057 0.303
H 3.0682 2.6913 3.7959 0.076 -0.167 -0.293
H 2.5313 0.5439 2.0368 -0.026 0.206 0.030
H 1.3983 1.0677 3.2819 0.283 0.170 -0.111
H 0.1508 1.3861 1.3481 0.350 0.266 0.182
```
Forces are in eV/Å.

---

Record 3
Below is C6H13N in the gas phase in a non-equilibrium geometry, with properties calculated with ωB97M-V with the def2-TZVPD basis set.

As for the SMILES: CC/C=C/NCC. The value obtained for the HOMO-LUMO gap is 0.3605 Eh. As for the charge: 0. Its energy above the lowest of the compared OMol25 structures with the same formula, charge and spin is 1.374 eV.

```
20
Properties=species:S:1:pos:R:3:forces:R:3
C 1.9324 1.9746 -0.3813 -0.639 0.309 0.229
C 0.9816 1.3382 -1.4115 0.299 1.155 0.168
C -0.1996 0.6066 -0.8817 -1.882 -0.829 -0.214
C -0.7574 0.5884 0.3331 2.014 0.401 0.848
N -1.8606 -0.1791 0.8697 1.256 0.002 -2.044
C -1.3466 -1.4843 1.3628 -1.430 -0.336 1.764
C -0.4464 -2.3147 0.4884 0.780 0.957 -1.353
H 2.9822 2.0168 -0.6445 0.065 -0.031 -0.521
H 1.9026 1.4384 0.5564 -0.048 -0.159 0.359
H 1.5917 3.0023 -0.1953 0.229 -0.252 0.192
H 0.5346 2.1842 -1.9660 0.418 -0.407 -0.330
H 1.5342 0.7131 -2.1153 -0.180 -0.036 -0.013
H -0.7745 0.1063 -1.6674 0.153 -0.114 -0.041
H -0.1265 1.1082 1.0633 -0.615 -0.146 0.403
H -2.3483 -0.4262 0.0073 -0.595 -0.011 0.267
H -2.2795 -2.0160 1.7072 0.993 0.215 -0.447
H -0.7680 -1.3016 2.2675 -0.273 0.283 0.284
H -0.5777 -3.3957 0.5527 0.266 0.202 0.358
H -0.5599 -2.0285 -0.5574 -0.573 -0.282 -0.289
H 0.5857 -1.9313 0.6117 -0.237 -0.920 0.379
```
Forces are in eV/Å.